{
  "formula": "C50H132N6O19",
  "method": "ωB97M-V/def2-TZVPD",
  "symbols": ["C", "C", "O", "H", "H", "H", "H", "H", "H", "C", "C", "O", "H", "H", "H", "H", "H", "H", "C", "C", "O", "H", "H", "H", "H", "H", "H", "C", "C", "O", "H", "H", "H", "H", "H", "H", "C", "C", "O", "H", "H", "H", "H", "H", "H", "C", "C", "O", "H", "H", "H", "H", "H", "H", "C", "C", "O", "H", "H", "H", "H", "H", "H", "C", "O", "C", "C", "N", "C", "C", "O", "C", "H", "H", "H", "H", "H", "H", "H", "H", "H", "H", "H", "H", "H", "H", "H", "C", "O", "C", "C", "N", "C", "C", "O", "C", "H", "H", "H", "H", "H", "H", "H", "H", "H", "H", "H", "H", "H", "H", "H", "C", "O", "C", "C", "N", "C", "C", "O", "C", "H", "H", "H", "H", "H", "H", "H", "H", "H", "H", "H", "H", "H", "H", "H", "C", "O", "C", "C", "N", "C", "C", "O", "C", "H", "H", "H", "H", "H", "H", "H", "H", "H", "H", "H", "H", "H", "H", "H", "C", "O", "C", "C", "N", "C", "C", "O", "C", "H", "H", "H", "H", "H", "H", "H", "H", "H", "H", "H", "H", "H", "H", "H", "C", "O", "C", "C", "N", "C", "C", "O", "C", "H", "H", "H", "H", "H", "H", "H", "H", "H", "H", "H", "H", "H", "H", "H"],
  "positions_angstrom": [[-0.444, 0.056, 1.101], [-1.143, -0.019, -0.329], [-1.699, -1.325, -0.470], [0.143, 0.970, 1.196], [0.328, -0.713, 1.084], [-1.147, -0.179, 1.901], [-0.328, 0.272, -0.992], [-1.981, 0.671, -0.429], [-1.311, -1.769, -1.228], [1.307, -1.431, -1.069], [1.204, -2.986, -1.206], [2.301, -3.712, -0.697], [2.082, -1.061, -1.739], [1.535, -1.100, -0.055], [0.441, -0.896, -1.458], [1.007, -3.282, -2.236], [0.371, -3.399, -0.639], [1.976, -4.397, -0.108], [-2.462, -2.873, -2.796], [-0.969, -2.599, -2.465], [-0.770, -1.205, -2.414], [-2.763, -2.458, -3.758], [-3.091, -2.447, -2.015], [-2.630, -3.946, -2.897], [-0.318, -2.971, -3.256], [-0.638, -3.121, -1.567], [-1.047, -0.748, -3.212], [2.903, 0.334, 2.762], [1.480, 0.928, 2.777], [1.126, 1.455, 4.055], [3.075, -0.200, 3.696], [3.609, 1.165, 2.778], [3.084, -0.259, 1.865], [0.790, 0.101, 2.606], [1.306, 1.783, 2.123], [1.220, 0.774, 4.725], [-4.998, -0.447, 1.405], [-3.799, -0.497, 0.502], [-2.670, -0.920, 1.244], [-4.775, 0.228, 2.231], [-5.199, -1.447, 1.789], [-5.907, -0.123, 0.897], [-3.522, 0.407, -0.041], [-3.920, -1.232, -0.294], [-1.856, -0.998, 0.741], [-0.405, -2.233, 2.237], [0.221, -3.226, 3.225], [-0.441, -4.500, 3.223], [0.164, -1.307, 2.158], [-1.435, -1.952, 2.459], [-0.247, -2.595, 1.221], [0.128, -2.820, 4.232], [1.236, -3.400, 2.868], [-1.275, -4.515, 3.699], [-2.764, 0.656, -2.557], [-2.549, 1.879, -3.432], [-3.281, 1.908, -4.573], [-3.793, 0.539, -2.214], [-2.152, 0.753, -1.660], [-2.476, -0.276, -3.044], [-1.482, 1.889, -3.656], [-2.660, 2.742, -2.776], [-3.526, 2.820, -4.740], [5.142, -0.377, 4.597], [6.220, -0.590, 3.701], [5.916, -0.316, 2.350], [4.818, -1.290, 1.846], [5.098, -2.704, 2.139], [4.007, -3.537, 1.575], [2.712, -3.678, 2.527], [1.838, -2.485, 2.599], [1.332, -2.199, 1.255], [5.405, -0.596, 5.632], [4.375, -1.094, 4.301], [4.711, 0.624, 4.593], [6.850, -0.499, 1.819], [5.663, 0.737, 2.225], [4.745, -1.228, 0.760], [3.848, -1.031, 2.269], [5.233, -2.829, 3.132], [4.422, -4.544, 1.582], [3.859, -3.319, 0.518], [2.899, -4.003, 3.550], [2.008, -4.442, 2.198], [0.748, -3.070, 0.958], [2.084, -2.079, 0.475], [0.744, -1.286, 1.357], [-4.402, 4.896, -2.554], [-3.977, 3.651, -1.989], [-4.594, 3.293, -0.746], [-3.862, 2.185, -0.074], [-2.852, 2.579, 0.947], [-1.647, 2.975, 0.251], [-0.459, 3.356, 1.155], [0.430, 3.906, 0.280], [1.715, 4.407, 0.707], [-4.135, 5.723, -1.895], [-5.328, 4.964, -3.124], [-3.576, 5.053, -3.247], [-5.587, 2.901, -0.963], [-4.593, 4.117, -0.033], [-3.433, 1.422, -0.723], [-4.666, 1.664, 0.446], [-3.285, 3.397, 1.352], [-1.871, 3.924, -0.236], [-1.354, 2.195, -0.451], [-0.074, 2.493, 1.700], [-0.753, 4.084, 1.911], [1.959, 5.157, -0.045], [2.491, 3.649, 0.814], [1.547, 4.903, 1.662], [-1.884, -2.790, 1.722], [-2.422, -3.573, 0.675], [-3.600, -4.353, 1.012], [-4.208, -4.885, -0.312], [-3.448, -5.962, -0.916], [-4.175, -6.387, -2.132], [-3.748, -7.812, -2.648], [-4.563, -8.289, -3.719], [-3.920, -8.201, -5.105], [-2.628, -2.140, 2.181], [-1.105, -2.261, 1.173], [-1.430, -3.403, 2.502], [-4.360, -3.721, 1.471], [-3.283, -5.108, 1.732], [-4.314, -4.026, -0.974], [-5.213, -5.257, -0.110], [-2.533, -5.663, -1.223], [-3.997, -5.689, -2.950], [-5.258, -6.334, -2.025], [-3.982, -8.572, -1.903], [-2.696, -7.822, -2.933], [-3.434, -7.237, -5.258], [-4.763, -8.243, -5.794], [-3.155, -8.948, -5.317], [-3.045, 6.265, 0.797], [-3.528, 5.134, 1.594], [-2.893, 5.074, 2.865], [-3.248, 3.692, 3.555], [-2.611, 2.519, 2.956], [-3.176, 1.232, 3.463], [-2.484, 0.834, 4.756], [-1.197, 0.272, 4.416], [-1.131, -1.062, 4.009], [-1.974, 6.170, 0.613], [-3.174, 7.233, 1.280], [-3.442, 6.190, -0.215], [-3.170, 5.937, 3.471], [-1.819, 5.144, 2.693], [-4.315, 3.481, 3.484], [-2.896, 3.810, 4.580], [-2.686, 2.632, 1.955], [-3.125, 0.453, 2.702], [-4.260, 1.323, 3.533], [-3.092, 0.146, 5.344], [-2.448, 1.710, 5.403], [-1.426, -1.132, 2.962], [-1.725, -1.677, 4.685], [-0.122, -1.462, 4.109], [8.543, -1.678, -0.344], [8.248, -0.456, 0.200], [6.897, -0.065, 0.035], [6.615, 1.272, 0.665], [5.241, 1.641, 0.858], [4.667, 2.162, -0.419], [3.135, 2.327, -0.316], [2.527, 1.084, -0.004], [1.139, 1.187, -0.247], [8.160, -2.495, 0.267], [9.616, -1.793, -0.499], [8.092, -1.798, -1.330], [6.260, -0.820, 0.495], [6.762, 0.006, -1.044], [7.093, 2.005, 0.015], [7.035, 1.384, 1.664], [4.656, 0.965, 1.327], [4.914, 1.545, -1.282], [5.208, 3.105, -0.500], [2.715, 2.825, -1.190], [2.935, 2.980, 0.533], [0.619, 0.230, -0.200], [0.774, 1.549, -1.208], [0.675, 1.737, 0.572], [-0.639, 1.898, -1.095], [0.443, 2.076, -2.013], [1.257, 3.221, -1.616], [2.448, 3.537, -2.593], [1.941, 3.816, -3.953], [3.123, 3.723, -4.799], [2.768, 3.480, -6.276], [1.839, 2.425, -6.288], [1.039, 2.503, -7.428], [-1.322, 2.717, -1.322], [-0.363, 1.812, -0.044], [-1.096, 0.926, -1.283], [1.706, 2.950, -0.661], [0.603, 4.092, -1.566], [3.053, 2.632, -2.543], [2.978, 4.427, -2.256], [1.427, 2.961, -4.110], [3.637, 2.785, -4.591], [3.841, 4.537, -4.695], [3.567, 3.375, -7.010], [2.383, 4.457, -6.569], [1.521, 2.759, -8.372], [0.368, 3.342, -7.242], [0.526, 1.602, -7.761]],
  "atomic_forces_ev_per_a": [[-3.6691, 1.5261, -0.3120], [-0.7139, -5.4968, 5.0265], [2.0853, -0.3504, -2.5736], [-2.5591, -2.2143, 1.4671], [-3.8215, 6.2527, -3.6635], [0.6263, 1.6588, -0.5969], [-0.8948, -4.0414, 0.3934], [0.0548, -1.4871, 2.1575], [-0.7050, 0.9882, 2.1169], [0.8778, -0.3552, -1.4254], [0.3300, -0.2171, 0.1092], [1.0611, -0.1659, -1.0998], [0.4614, -0.1650, 0.0353], [-0.0304, 0.6518, -2.8568], [1.5234, -1.3257, 0.5056], [1.0314, 0.0610, 0.2844], [0.0289, 0.2268, 0.0507], [0.0189, -0.0210, -0.0356], [0.6521, -0.3010, 0.0095], [-2.0390, -1.6329, -4.2788], [0.9403, 0.2807, -4.4566], [0.1998, 0.2462, -0.0564], [-0.0572, -0.2381, -0.0705], [-0.0412, -0.0512, 0.3034], [-0.4275, -0.3328, -0.1992], [-1.3029, 0.7900, -0.5686], [0.0858, -0.5242, -0.4448], [-2.4124, 2.6784, 0.0107], [0.8809, -0.6708, 2.3353], [0.8952, 0.7885, -0.0680], [-0.6449, -0.1463, -0.6034], [0.0680, 0.0240, -0.0096], [-1.7853, 1.6348, 0.2788], [0.4927, 0.5824, 0.3032], [0.7204, -0.5152, 0.1557], [-0.2391, -0.1298, -0.0413], [-0.0696, 0.1874, 0.0623], [1.2805, -1.3856, -0.7232], [-6.7714, 5.2216, 2.7929], [-0.6423, -0.3379, -0.2387], [0.0557, -0.0021, 0.1364], [0.0147, 0.0873, -0.1501], [-0.9239, -2.0555, 1.4279], [-0.5654, -0.3808, -0.1174], [-2.2556, -1.0404, 1.1496], [6.9910, 0.5487, 6.2081], [-4.7985, -4.3272, 2.1896], [-0.4451, -1.4192, 0.7214], [-2.0789, -0.8915, 5.5098], [2.6381, 1.2813, 1.7731], [2.2373, 0.4767, 2.4544], [0.8639, -0.8552, -0.1356], [-5.6147, -3.7233, 2.6038], [-0.2313, -0.1680, 0.3222], [-0.9983, -0.2679, -1.1742], [2.4420, -0.3774, 2.2698], [-1.5744, 0.1296, -1.5906], [-0.2013, -0.0726, -0.4307], [-2.4471, -0.4222, -2.8142], [-0.9144, 0.5157, -0.1022], [0.4337, -0.1358, -0.3788], [-0.1506, -0.2390, -0.6582], [-0.1218, -0.0627, -0.1667], [0.1762, -0.7468, -0.0979], [0.2805, 0.2690, 1.4204], [-0.3059, -2.1134, 2.2735], [0.5608, -0.9635, 0.7321], [-0.2136, 0.2280, -1.1437], [0.5539, -0.7277, 2.6505], [2.1998, 0.9439, -2.1085], [11.1648, 7.6076, -5.0336], [8.6792, -2.8636, -0.2042], [0.5712, -0.1194, -0.1721], [-0.2301, -0.0155, 0.4793], [0.2455, 0.1722, -0.2579], [-0.2886, -0.4168, 1.7442], [0.0856, -1.5518, 1.9517], [-0.5066, 0.1366, -0.0036], [2.2695, -1.7049, -0.2313], [-0.0587, -0.1768, 0.0739], [-0.1385, -0.3766, -0.0347], [-0.3669, 0.3830, 0.5855], [0.5924, 0.5451, 0.0669], [0.3295, -0.6630, -0.6908], [3.0180, -0.6487, -0.4202], [1.4030, -1.0870, 2.8613], [6.9469, -5.0658, -0.0714], [2.6241, -0.1803, -0.3437], [-1.5422, 1.0974, 0.9075], [0.1305, 0.2673, -0.9888], [-0.2188, 0.4874, 0.8532], [-2.9810, 0.5972, -13.7143], [-5.6476, 3.7675, 7.8094], [-1.4554, 0.1323, 1.5337], [0.3965, 1.5457, 1.5789], [-2.8000, 2.4050, 1.6486], [-1.1541, 0.0829, 0.4251], [-0.3192, -0.2989, 0.6496], [-0.1998, 0.0536, -0.8410], [-0.3605, 0.4207, 0.0410], [-0.5195, 0.3146, -0.2845], [-0.5130, 2.1407, -0.4543], [0.1061, 0.1681, 0.2671], [-0.8267, 1.1042, -1.4882], [0.1235, 0.0743, -1.1208], [-10.0222, 3.6549, 9.3892], [-0.4948, 0.6266, 0.4553], [-0.0271, -0.2326, 0.1281], [0.3864, -0.0444, 0.0614], [-2.9573, 4.2188, 1.7902], [0.1527, 0.3150, 0.1239], [-7.9160, -7.3038, -3.2301], [-3.5743, -2.8560, -1.6284], [0.7925, 0.2792, -1.5326], [0.6212, 0.1572, 1.5743], [-1.0691, -0.7547, -0.8504], [0.7845, -0.9057, -0.8298], [-1.0929, 0.1881, 0.3530], [1.4210, 0.5237, -2.8898], [-1.2412, 0.6562, 1.9162], [-0.8475, -1.7548, 0.5096], [-8.1212, -1.5600, -3.9040], [-2.2817, -2.0523, -2.0516], [-0.0343, 0.2934, 0.2118], [-0.3137, -0.4710, -0.0898], [-0.0741, 0.2833, -0.1359], [-0.0472, -0.1376, 0.0343], [0.1725, 0.2888, 0.3383], [0.1402, 0.2617, -0.3769], [0.0349, -0.3761, 0.5124], [0.6287, 0.3185, 0.5819], [0.1557, -0.0610, 0.1984], [-0.0874, 0.2443, 0.3004], [0.1817, -0.3040, 0.0485], [-0.3027, -0.4246, 0.4145], [0.4798, -1.2342, 0.2604], [0.1579, 1.9168, -0.8477], [-0.0985, -1.3611, 0.3842], [0.9869, 0.1264, -0.2583], [1.3728, -0.0092, 9.1824], [0.5036, 1.9385, -0.6181], [-0.1362, -0.9376, -1.0283], [-0.2284, 1.7373, 1.9158], [-1.2720, 2.7469, 3.1621], [0.3845, -0.2094, 0.3527], [-0.5561, -0.0751, 0.0051], [-0.6083, 0.2269, 0.4636], [-0.3242, -0.0714, 0.1986], [0.0646, 0.0124, 0.3249], [-0.6828, 0.7750, 0.5505], [-0.4852, 0.1482, 0.4304], [1.4134, -2.9008, 6.2777], [1.0392, 0.2542, 0.2272], [-0.5035, 0.3375, 0.9419], [-0.0175, -0.6715, -0.0666], [0.9697, 0.0802, -0.1150], [-0.8332, 2.6948, 3.5616], [-0.5573, -0.4292, -0.0923], [-0.4692, 1.9425, 0.3522], [-0.0124, -1.2041, -0.7224], [0.3006, 1.8133, 0.9729], [0.3206, -0.7546, -1.5627], [1.3740, 1.4396, -0.0949], [-1.4461, 1.2749, -2.7540], [-0.5868, -0.3212, 1.5986], [5.5885, -2.3565, 1.1635], [1.0228, -0.4367, -0.9861], [5.3008, -3.3763, 5.2920], [0.0220, -0.2138, 0.2069], [0.0418, 0.1605, 0.3364], [-0.1895, 0.0402, -0.3322], [0.4487, 0.1342, -1.7899], [-0.5363, -0.0724, -0.2832], [-0.0832, 0.3952, 0.0977], [1.1385, 0.0261, -0.7505], [-0.2739, 0.3488, -1.3552], [0.0419, -0.2450, -0.1712], [-0.4886, 0.4045, -0.6305], [3.8719, -1.9873, 2.3359], [3.3429, -4.4394, -1.7737], [3.7753, 1.4661, 0.3933], [5.7630, -3.9449, 3.2733], [3.2956, 0.7782, -0.8000], [5.5817, 3.3927, -12.8766], [-1.1611, 5.8587, -10.6823], [-1.9196, 2.3932, -4.0359], [-2.6877, -0.0363, -1.2592], [0.9411, -0.2589, 0.8374], [0.6998, -1.8005, -1.6323], [-0.4373, 1.8984, 0.9727], [0.6932, -0.5442, -0.6295], [-0.8996, 0.8107, -1.0180], [2.5978, 0.3803, -4.5292], [0.9719, 0.2309, -2.6827], [1.3617, 5.0831, -2.9473], [-3.4449, 1.0996, -1.8210], [0.2521, -0.2857, -0.6747], [0.6896, 0.2250, -1.1420], [0.2199, -0.2310, 0.4428], [-0.5589, 0.0312, -0.7408], [0.5965, -0.0974, 0.7046], [-0.2810, 0.1781, 0.1406], [0.5677, -0.6876, 0.4453], [-1.1779, 0.0040, -0.4751], [0.9974, 0.2802, 0.1305], [-0.6738, -0.1818, -0.2831], [-0.1826, -0.2969, 1.1335]],
  "lumo_ev": 0.260,
  "homo_lumo_gap_ev": 5.24,
  "e_above_lowest_kcal_mol": 2077.89,
  "energy_ev": -101732.5719,
  "multiplicity": 1
}